No. 1
# C43H85N27O17S

A 14-piece molecular cluster, C43H85N27O17S overall (ωB97M-V with the def2-TZVPD basis set, OMol25).

Each line ends with the Löwdin charge.
Positions of all 173 atoms, in Å:
S -2.96 -0.05 3.13  0.880
O 3.15 4.33 3.86  0.022
O -6.76 2.79 0.23  -0.003
O -2.37 -4.23 -3.71  0.010
O 4.41 -3.92 2.63  0.014
O -7.36 7.62 0.46  -0.015
O -8.47 -4.40 -0.09  0.017
O 7.53 -0.86 -2.69  0.004
O -0.03 -1.65 0.15  -0.171
O 7.15 1.72 7.48  0.000
O -9.70 6.33 -3.67  0.013
O -7.32 -1.84 -3.17  -0.001
O 7.74 2.03 12.97  0.015
O -6.96 10.36 -3.38  0.013
O 7.74 -1.49 -6.80  0.018
O 8.48 -5.83 6.11  0.004
O 1.29 3.51 5.09  -0.091
O 3.47 -7.40 -0.81  0.019
N -9.92 5.59 -5.80  0.150
N 7.05 3.21 5.78  0.160
N 8.26 0.02 -4.64  0.147
N -8.34 7.41 -1.57  0.162
N -7.72 9.46 -0.81  0.156
N -10.47 -5.41 0.21  0.149
N 8.09 -3.67 6.64  0.155
N 7.02 2.56 10.89  0.153
N 5.46 3.23 7.42  0.159
N -0.73 -1.93 1.32  -0.089
N 5.51 -7.76 0.10  0.156
N 4.59 -9.30 -1.32  0.143
N -5.87 4.77 0.86  0.164
N 6.51 -4.33 3.38  0.158
N 8.20 -2.50 -8.77  0.153
N 4.83 -5.83 3.77  0.155
N -3.09 -3.72 -5.79  0.154
N 7.55 1.39 -2.95  0.145
N 7.63 -5.32 8.14  0.151
N 6.91 -0.62 -8.71  0.153
N -8.34 4.68 -4.42  0.169
N -8.13 4.51 0.79  0.155
N 8.76 1.12 11.17  0.149
N -9.81 -4.77 -1.88  0.159
N -1.34 -5.15 -5.50  0.153
N -5.92 9.43 -5.16  0.156
N -7.67 10.86 -5.47  0.152
C -4.12 2.52 -3.06  -0.085
C -3.30 -1.06 1.62  -0.392
C -6.70 -2.01 -0.71  -0.072
C -4.79 -1.05 1.11  -0.017
C -5.65 2.64 -2.74  -0.072
C -5.21 -1.89 -0.13  -0.162
C 0.50 -2.27 -2.84  -0.082
C -7.78 8.13 -0.57  -0.681
C -2.27 -4.36 -4.92  -0.696
C -3.38 1.16 -3.16  -0.063
C 1.72 2.17 5.45  -0.152
C 5.20 -4.64 3.22  -0.706
C 1.94 3.98 3.91  -0.382
C 2.86 -3.17 -1.93  -0.147
C 0.81 -2.77 -0.23  -0.149
C 4.06 -2.70 -0.92  -0.376
C -4.06 -2.71 -0.84  -0.020
C -2.15 -1.83 0.93  -0.113
C 7.63 -1.53 -8.01  -0.675
C 6.59 2.66 6.93  -0.700
C -1.12 0.01 3.19  -0.396
C 5.22 -3.82 -0.80  -0.095
C 4.45 -8.10 -0.69  -0.705
C 7.77 0.12 -3.38  -0.685
C -6.63 -1.37 -2.21  -0.285
C 1.93 0.22 3.46  -0.012
C -9.51 -4.83 -0.56  -0.681
C -9.34 5.58 -4.57  -0.678
C 1.55 -2.31 -1.60  -0.303
C 1.07 1.15 4.38  -0.145
C -0.27 -0.92 2.28  -0.106
C -4.21 -0.15 -2.90  -0.010
C 8.09 -5.00 6.91  -0.704
C 7.83 1.91 11.76  -0.707
C 1.12 4.13 2.52  -0.005
C -2.57 -2.68 -0.34  0.045
C -5.73 -0.07 -2.53  -0.083
C -6.86 10.22 -4.59  -0.680
C 4.62 -1.24 -1.30  -0.089
C -0.49 1.04 4.20  -0.028
C -6.46 1.33 -2.47  -0.013
C -6.91 3.95 0.60  -0.704
C 1.29 -0.79 2.44  0.049
H -8.94 3.94 0.61  0.103
H -1.13 1.73 4.84  0.104
H -3.80 -3.12 -5.40  0.105
H -0.10 -3.24 -2.92  0.061
H 3.83 -9.59 -1.91  0.104
H 4.70 -0.64 -0.32  0.081
H 0.21 -3.73 -0.49  0.132
H 6.82 -3.46 2.99  0.105
H -1.26 -5.27 -6.49  0.092
H 8.44 -0.90 -5.00  0.072
H -2.25 1.09 -3.40  0.089
H -5.61 -0.46 1.66  0.108
H 6.15 -3.45 -0.25  0.078
H -1.84 -3.30 -0.96  0.080
H 8.46 0.82 -5.21  0.092
H -7.89 4.64 -3.53  0.079
H 7.62 -6.30 8.39  0.107
H 7.18 1.51 -2.02  0.104
H -6.21 3.64 -2.68  0.065
H -8.68 7.82 -2.42  0.072
H -0.71 -5.65 -4.89  0.109
H -7.07 -3.08 -0.85  0.089
H 1.05 -2.05 -3.84  0.080
H -8.39 11.46 -5.09  0.108
H 5.00 4.00 6.97  0.100
H -5.29 8.94 -4.55  0.111
H -7.47 -1.42 -0.11  0.135
H -7.59 1.37 -2.24  0.106
H 1.45 3.35 1.74  0.099
H 5.47 -4.23 -1.84  0.085
H 6.31 3.16 11.28  0.104
H -11.33 -5.77 -0.16  0.093
H 2.87 2.08 5.49  0.123
H -9.64 4.98 -6.54  0.095
H 1.86 -1.20 -1.43  0.130
H -8.41 6.42 -1.44  0.080
H 7.77 -2.97 7.29  0.099
H 1.36 1.96 6.53  0.139
H -7.31 10.04 -0.09  0.107
H -4.94 4.40 0.73  0.105
H 6.46 0.11 -8.19  0.109
H -7.60 10.76 -6.46  0.095
H 8.43 -3.38 5.74  0.101
H 7.09 2.46 9.89  0.062
H 3.25 -2.98 -3.00  0.123
H -3.03 -3.82 -6.78  0.093
H -10.67 6.24 -5.95  0.106
H 4.77 -4.70 -0.20  0.058
H 5.47 -6.43 4.26  0.094
H -8.06 9.89 -1.65  0.063
H 0.00 3.98 2.70  0.082
H 7.74 2.20 -3.51  0.089
H 7.89 2.82 5.39  0.109
H -5.98 5.72 1.16  0.078
H 3.87 -0.68 -1.97  0.065
H 8.75 -3.20 -8.29  0.110
H -10.29 -5.48 1.20  0.107
H 6.80 -0.65 -9.71  0.095
H -5.83 9.32 -6.15  0.095
H -3.54 3.50 -3.23  0.077
H 5.45 -6.89 0.59  0.090
H -4.34 -3.36 -1.75  0.104
H 3.58 -2.59 0.13  0.098
H -10.67 -5.12 -2.27  0.094
H -8.26 5.46 1.09  0.076
H 8.84 1.01 10.17  0.092
H 1.24 5.20 2.09  0.091
H 7.16 -4.92 3.87  0.076
H 3.87 -6.10 3.68  0.108
H -9.13 -4.34 -2.48  0.105
H 9.39 0.61 11.77  0.104
H 6.32 -8.34 0.21  0.094
H 6.60 3.98 5.32  0.100
H 3.06 0.28 3.58  0.093
H 5.63 -1.26 -1.87  0.051
H 5.40 -9.89 -1.22  0.090
H 8.11 -2.54 -9.77  0.095
H -0.23 -1.39 -2.68  0.077
H -3.65 -1.13 -2.99  0.078
H -8.05 4.06 -5.15  0.101
H 5.08 2.85 8.27  0.103
H 1.56 -3.07 0.58  0.116
H 2.66 -4.30 -1.87  0.120
H 7.31 -4.64 8.81  0.097
H 2.04 -1.41 1.85  0.085

Results
Gap between HOMO and LUMO = 7.086 eV
HOMO level = -0.249 Eh
Charge = 0
LUMO level = 0.3 eV
Multiplicity = 1

***

No. 2
# C4H12N3

An isolated ion of composition C4H12N3 and charge +1 (ωB97M-V with the def2-TZVPD basis set, OMol25).

Each line ends with the Löwdin charge.
Positions of all 19 atoms, in Å:
N 0.25 -0.38 -0.70  -0.035
N 1.58 -2.30 -0.90  0.122
N -1.57 1.68 -0.32  0.178
C -1.09 1.72 1.10  -0.144
C 0.11 0.83 1.37  -0.154
C 0.01 -0.57 0.70  -0.255
C 0.99 -1.17 -1.39  -0.244
H 1.22 -0.88 -2.40  0.125
H -1.98 1.62 1.71  0.134
H 1.98 -2.90 -1.58  0.093
H -2.52 2.06 -0.43  0.173
H -0.99 -1.04 0.78  0.130
H -1.07 2.19 -1.04  0.171
H -1.64 0.68 -0.56  0.133
H 0.95 1.30 0.87  0.120
H 0.30 0.69 2.43  0.125
H 0.63 -1.25 1.29  0.107
H -0.72 2.73 1.27  0.130
H 1.81 -2.45 0.06  0.091

Results
Gap between HOMO and LUMO = 9.566 eV
HOMO level = -0.468 Eh
Charge = +1
SMILES string = N/C=N\CCC[NH3+]
Energy above the lowest of the compared OMol25 structures with the same formula, charge and spin = 1.4287 eV
LUMO level = -3.2 eV
Multiplicity = 1

***

No. 3
# C8H6Cl2O2

One molecule with the formula C8H6Cl2O2 (ωB97M-V with the def2-TZVPD basis set, OMol25).

Each line ends with the Löwdin charge.
Positions of all 18 atoms, in Å:
Cl 1.06 -2.54 -0.43  0.706
Cl -0.83 2.52 -0.43  0.645
O -3.47 -0.91 0.15  0.110
O -1.83 -0.46 1.57  0.148
C 2.77 0.88 0.63  -0.089
C 2.54 -0.44 0.44  -0.120
C 0.53 1.36 -0.15  -0.546
C 0.24 0.06 -0.35  -0.316
C -2.17 -0.59 0.45  -0.524
C 1.83 1.87 0.20  -0.055
C 1.31 -0.83 -0.11  -0.546
C -1.15 -0.49 -0.71  -0.113
H 2.01 3.01 0.09  0.134
H -1.38 0.07 -1.76  0.161
H -0.92 -1.67 -0.92  0.089
H 3.72 1.20 1.07  0.109
H -3.70 -0.89 -0.76  0.089
H 3.35 -1.16 0.64  0.120

Results
Gap between HOMO and LUMO = 9.808 eV
HOMO level = -0.343 Eh
Charge = 0
SMILES string = O=C(O)Cc1c(Cl)cccc1Cl
Energy above the lowest of the compared OMol25 structures with the same formula, charge and spin = 0.0000 eV
LUMO level = 0.5 eV
Multiplicity = 1

***

no.,E (eV)
1,-131842.497
2,-8806.306
3,-37532.534